{
  "formula": "CH5N3O2",
  "method": "ωB97M-V/def2-TZVPD",
  "lumo_ev": 0.86,
  "smiles": "CN/N=[N+](\\[O-])O",
  "total_energy_ha": -355.67676,
  "gap_ha": 0.34862,
  "multiplicity": 1,
  "fmax_ev_per_a": 1.49,
  "homo_ev": -8.622,
  "e_above_lowest_kj_mol": 387.16,
  "elements": ["C", "N", "N", "N", "O", "O", "H", "H", "H", "H", "H"],
  "coordinates": [[0.530, -1.117, 1.003], [0.325, 0.319, 0.982], [0.017, 1.004, -0.143], [-0.761, 0.516, -0.990], [-1.298, -0.575, -1.068], [-1.083, 1.361, -2.071], [0.480, -1.447, 2.039], [-0.259, -1.604, 0.435], [1.501, -1.399, 0.579], [1.029, 0.844, 1.486], [-0.480, 2.098, -2.253]],
  "atomic_forces_ev_per_a": [[0.1655, -0.4381, -0.1907], [-0.4977, -0.2493, 0.2583], [0.1154, 1.2336, -0.8340], [1.0205, 0.5185, 0.2524], [-0.4817, -0.3433, 0.0461], [-0.8087, -0.3467, -0.4591], [0.0528, 0.0199, 0.0260], [0.1603, 0.0066, 0.1889], [-0.0585, -0.0491, 0.0144], [-0.2189, -0.0288, -0.2960], [0.5511, -0.3233, 0.9938]],
  "mulliken_charge": [-0.64, -0.20, -0.55, 1.14, -0.69, -0.52, 0.29, 0.30, 0.26, 0.25, 0.37]
}

{
  "formula": "C3H5N3OS",
  "method": "ωB97M-V/def2-TZVPD",
  "lumo_ev": -0.66,
  "total_energy_ha": -754.79599,
  "gap_ha": 0.28216,
  "multiplicity": 1,
  "fmax_ev_per_a": 6.46,
  "homo_ev": -8.339,
  "e_above_lowest_kj_mol": 638.17,
  "elements": ["C", "C", "C", "H", "H", "H", "H", "H", "N", "N", "N", "O", "S"],
  "coordinates": [[-0.169, 0.563, -0.959], [1.542, -0.797, -0.535], [0.996, -0.489, 0.698], [-1.107, 1.905, -2.312], [-2.233, 1.242, -1.117], [2.363, -1.578, -0.860], [0.433, -3.009, 1.834], [-0.986, 0.908, 2.339], [-1.170, 1.417, -1.334], [0.909, 0.071, -1.520], [-0.121, 0.403, 0.382], [-1.230, 0.679, 1.081], [0.773, -1.316, 2.303]],
  "atomic_forces_ev_per_a": [[0.6600, 1.0585, 1.8922], [0.2065, 1.3624, -1.1769], [-2.6598, -1.0112, 0.4481], [0.1513, -1.7084, 2.5701], [3.3705, -0.0036, -0.2147], [-1.7889, 2.1398, 0.9348], [0.6037, 3.8700, 0.8682], [-0.5174, -1.0954, -5.7937], [-2.9422, 1.9449, -3.8895], [0.4048, -2.5283, 0.0284], [2.5549, -1.8969, 0.0571], [-0.3309, 0.9131, 6.3909], [0.2874, -3.0449, -2.1149]],
  "mulliken_charge": [0.38, -0.08, -0.02, 0.26, 0.25, 0.31, 0.14, 0.38, -0.50, -0.63, 0.38, -0.57, -0.31]
}